C21H28N4O6S in the gas phase, computed with the ωB97M-V functional and the def2-TZVPD basis.

The calculation puts the lowest unoccupied orbital energy at 0.498 eV. As for the energy above the lowest of the compared OMol25 structures with the same formula, charge and spin: 6.2 kcal/mol. The value obtained for the frontier orbital gap is 9.06 eV. Its net charge is 0. Its total energy is -51311.3141 eV.

Element x y z (Å)
C -5.886 -2.896 3.595
H -6.035 -3.535 2.728
H -6.030 -3.483 4.499
C -4.470 -2.328 3.559
N -4.187 -1.576 2.356
S -4.000 -2.438 0.944
O -5.125 -2.266 0.064
O -3.602 -3.771 1.288
C -2.608 -1.570 0.236
C -1.405 -1.589 0.910
C -0.318 -0.889 0.408
C -0.443 -0.098 -0.757
N 0.640 0.666 -1.164
C 0.602 1.400 -2.421
C 0.089 2.807 -2.069
H 0.580 3.563 -2.678
C 0.428 2.959 -0.576
H -0.481 3.058 0.018
C 1.152 1.648 -0.214
H 2.227 1.765 -0.374
H 0.975 1.346 0.817
H 1.059 3.823 -0.380
H -0.986 2.885 -2.229
H 0.009 0.887 -3.173
H 1.635 1.461 -2.780
C -1.666 -0.138 -1.437
C -2.731 -0.870 -0.949
H -3.679 -0.889 -1.464
H -1.804 0.429 -2.343
C 0.980 -1.075 1.108
O 1.157 -1.001 2.295
O 1.939 -1.417 0.225
C 3.249 -1.647 0.717
C 4.301 -0.895 -0.096
O 5.469 -0.910 0.209
N 3.780 -0.234 -1.163
C 4.484 0.578 -2.023
N 3.848 1.282 -2.933
O 4.789 1.983 -3.616
C 6.005 1.706 -3.116
C 5.881 0.812 -2.091
H 6.635 0.380 -1.471
C 7.185 2.368 -3.721
H 8.076 2.119 -3.154
H 7.310 2.040 -4.752
H 7.045 3.447 -3.727
H 2.779 -0.297 -1.324
H 3.315 -1.335 1.767
H 3.471 -2.718 0.665
H -1.308 -2.168 1.814
C -4.761 -0.258 2.197
C -3.731 0.831 2.490
H -2.888 0.749 1.809
H -4.186 1.812 2.374
H -3.361 0.735 3.507
H -5.115 -0.176 1.166
H -5.623 -0.139 2.859
H -3.752 -3.149 3.577
H -4.285 -1.676 4.418
H -6.629 -2.102 3.574

A molecular structure, C9H31N11O6Rb, computed with the ωB97M-V functional and the def2-TZVPD basis.

The calculation puts the lowest unoccupied orbital energy at -2.158 eV. The value obtained for the frontier orbital gap is 8.58 eV. Its net charge is +1. Its total energy is -39169.1060 eV.

Element x y z (Å)
Rb 5.125 -18.154 -16.694
C 8.186 -18.711 -18.261
O 7.489 -19.499 -17.626
N 7.724 -18.212 -19.441
N 9.458 -18.388 -17.910
H 8.318 -17.710 -20.074
H 6.800 -18.538 -19.704
H 10.077 -17.970 -18.578
H 9.777 -18.529 -16.971
C 7.144 -15.111 -15.070
O 6.657 -16.170 -15.424
N 7.527 -14.122 -15.936
N 7.463 -14.833 -13.766
H 7.776 -13.216 -15.579
H 7.186 -14.162 -16.879
H 7.192 -15.475 -13.045
H 7.871 -13.944 -13.542
C 4.032 -19.015 -20.188
O 4.940 -19.112 -19.359
N 2.926 -19.802 -20.131
N 4.067 -18.096 -21.185
H 2.211 -19.837 -20.831
H 2.766 -20.124 -19.190
H 4.870 -17.509 -21.304
H 3.305 -18.036 -21.834
C 6.091 -18.754 -13.227
O 5.019 -18.714 -13.828
N 6.382 -17.919 -12.183
N 7.035 -19.690 -13.479
H 5.675 -17.311 -11.816
H 7.204 -18.122 -11.643
H 7.839 -19.745 -12.881
H 6.866 -20.385 -14.187
C 1.374 -18.495 -16.167
O 2.234 -18.298 -17.018
N 0.478 -19.525 -16.254
N 1.272 -17.759 -15.017
H 0.378 -20.050 -17.099
H -0.201 -19.594 -15.518
H 0.547 -18.027 -14.376
H 1.652 -16.833 -14.970
C 4.172 -22.327 -16.733
C 4.895 -21.558 -15.634
C 4.706 -22.352 -14.332
O 3.385 -22.356 -13.885
C 2.939 -21.162 -13.322
N 6.316 -21.476 -15.990
H 4.574 -23.322 -16.908
H 4.173 -21.790 -17.688
H 3.106 -22.426 -16.490
H 4.507 -20.539 -15.553
H 5.373 -21.961 -13.546
H 5.036 -23.375 -14.512
H 3.668 -20.744 -12.613
H 2.017 -21.370 -12.783
H 2.772 -20.342 -14.034
H 6.994 -21.857 -15.344
H 6.659 -20.576 -16.314

C5H6N2O in the gas phase, computed with the ωB97M-V functional and the def2-TZVPD basis.

The calculation puts the lowest unoccupied orbital energy at -0.284 eV. As for the energy above the lowest of the compared OMol25 structures with the same formula, charge and spin: 176.7 kcal/mol. The value obtained for the frontier orbital gap is 7.95 eV. Its net charge is 0. Its total energy is -10301.9410 eV.

Element x y z (Å)
C -1.362 1.042 -0.028
C -0.332 1.864 -0.553
C 0.457 -1.042 -0.285
C 1.633 -0.355 -0.142
C 2.666 0.136 0.531
H -1.905 -1.331 1.299
H -2.256 1.241 0.559
H 0.545 1.292 -0.887
H -0.494 2.867 -0.588
H -0.378 -2.748 -0.422
H 3.444 1.049 0.819
N -0.847 -0.277 0.021
N 0.516 -2.330 -0.645
O -1.688 -1.409 0.323

A molecular structure, C26H48O26PdS5, computed with the ωB97M-V functional and the def2-TZVPD basis.

As for the expectation value of S²: 2.00. The calculation puts the lowest unoccupied orbital energy (spin up / spin down) at -0.504 / -0.810 eV. The value obtained for the frontier orbital gap (spin up / spin down) is 8.82 / 8.67 eV. Its multiplicity is 3. Its net charge is 0. Its total energy is -138624.3881 eV.

Element x y z (Å)
Pd 2.153 -0.920 -1.143
S -0.252 0.026 -0.116
O 0.886 0.702 -0.705
O -1.478 0.021 -0.829
O 0.414 -1.290 -0.057
O -0.580 0.527 1.155
C -1.504 1.112 5.138
C -0.777 -0.187 5.034
O 0.243 -0.065 6.041
C -0.133 0.733 6.961
O 0.414 0.928 8.061
O -1.254 1.385 6.523
H -2.568 0.997 4.931
H -1.180 1.914 4.475
H -0.396 -0.192 4.012
H -1.486 -1.000 5.190
C -0.816 3.462 -0.446
C -2.320 3.137 -0.551
O -2.934 4.350 -0.961
C -2.072 5.343 -0.708
O -2.340 6.535 -0.725
O -0.762 4.911 -0.472
H -0.313 3.040 -1.316
H -0.332 3.021 0.426
H -2.881 2.682 0.265
H -2.430 2.348 -1.295
C -0.790 -2.884 1.972
C 0.592 -3.264 2.254
O 0.635 -3.559 3.628
C -0.586 -3.962 4.008
O -0.874 -4.386 5.127
O -1.475 -3.603 3.024
H -1.045 -3.149 0.946
H -0.876 -1.797 1.976
H 1.291 -2.469 1.995
H 0.948 -4.106 1.660
C -4.042 -1.354 0.778
C -3.790 0.072 1.451
O -5.152 0.545 1.380
C -6.084 -0.311 0.850
O -7.276 -0.065 0.755
O -5.467 -1.419 0.474
H -3.772 -2.125 1.500
H -3.527 -1.385 -0.182
H -3.200 0.746 0.830
H -3.451 0.046 2.487
C 2.199 2.359 1.956
C 1.503 1.392 2.928
O 2.082 1.676 4.178
C 3.380 2.090 3.949
O 4.334 2.102 4.692
O 3.424 2.553 2.667
H 1.558 3.239 1.901
H 2.385 2.031 0.934
H 1.583 0.323 2.729
H 0.463 1.627 3.157
C -5.610 0.032 -2.917
C -4.133 0.395 -2.578
O -3.822 1.281 -3.641
C -4.722 1.268 -4.619
O -4.617 1.990 -5.655
O -5.656 0.477 -4.270
H -6.225 0.593 -2.213
H -5.617 -1.056 -2.853
H -3.583 -0.540 -2.680
H -3.892 0.766 -1.582
C 5.708 -0.675 0.671
S 4.126 -0.749 1.544
O 3.110 -1.393 0.603
C 4.586 -1.938 2.836
H 6.393 0.096 1.023
H 5.351 -0.399 -0.322
H 6.322 -1.553 0.477
H 3.678 -2.320 3.303
H 5.258 -1.530 3.591
H 5.076 -2.750 2.300
C -0.507 0.597 -3.810
S 1.245 0.438 -4.179
O 1.902 -0.566 -3.223
C 1.006 -0.517 -5.789
H -0.828 -0.339 -3.355
H -1.110 0.879 -4.673
H -0.661 1.432 -3.125
H 0.279 -0.032 -6.440
H 0.736 -1.555 -5.596
H 2.028 -0.564 -6.165
C 0.579 -5.197 -2.601
S 0.361 -3.712 -1.648
O 1.620 -2.884 -1.921
C -1.074 -3.029 -2.690
H -0.315 -5.611 -3.066
H 1.210 -5.910 -2.069
H 1.096 -4.856 -3.498
H -1.807 -3.773 -3.004
H -0.702 -2.676 -3.651
H -1.551 -2.205 -2.160
C 3.527 3.396 -2.329
S 4.476 2.057 -1.485
O 3.451 0.892 -1.454
C 5.536 1.620 -2.888
H 3.058 2.976 -3.219
H 4.203 4.136 -2.757
H 2.837 3.847 -1.616
H 6.075 0.700 -2.664
H 6.310 2.381 -2.984
H 5.026 1.594 -3.851

The highest net charge belongs to which entry?
C9H31N11O6Rb

Which of these has the highest net charge?
C9H31N11O6Rb

Among the records above, which one has the highest net charge?
C9H31N11O6Rb